Entry 1:
Computed, not measured: a cluster of 5 separate species, C37H85N7O3P in total at a distorted geometry, with ωB97M-V/def2-TZVPD.

Orbital gap   6.81 eV
HOMO level   -9.22 eV
LUMO level   -2.411 eV
Energy relative to the best compared isomer or geometry (same formula, charge and spin)   0.000 eV

```
! RIJCOSX wB97M-V def2-TZVPD def2/J DEFGRID3
* xyz 1 1
C -1.2074 -1.4739 4.8363
C -0.3911 -0.3798 4.1938
C 0.8199 -0.0795 4.7635
C 1.6286 0.8885 4.2607
C 1.2582 1.5578 3.1361
C 0.0609 1.2616 2.5688
C -0.7977 0.3146 3.0702
C -2.1106 0.1483 2.3511
N -3.2744 1.0011 2.8933
N -4.3579 0.8542 1.9387
C -3.7954 0.5607 4.2242
C -4.4632 -0.8182 4.2604
C -5.9805 -0.8259 3.9802
C -6.8107 0.1309 4.8715
N -7.3946 1.2530 4.1170
C -2.9063 2.4514 2.8388
P -2.4675 3.2713 4.4133
O -3.6202 3.5494 5.2641
O -1.8058 4.6217 3.9001
O -1.3437 2.4875 5.2068
H -1.8353 -1.9650 4.0993
H -1.8790 -1.0914 5.6048
H -0.5546 -2.1902 5.3244
H 1.1084 -0.6199 5.6554
H 2.5609 1.1073 4.7640
H 1.8637 2.3361 2.6973
H -0.2551 1.7938 1.6765
H -1.9591 0.5339 1.3451
H -2.4057 -0.8921 2.2509
H -4.3902 -0.1150 1.6284
H -4.1105 1.3681 1.0922
H -2.9995 0.5751 4.9577
H -4.5216 1.3095 4.5298
H -4.3365 -1.1809 5.2797
H -3.9877 -1.5626 3.6217
H -6.3173 -1.8431 4.1899
H -6.1518 -0.6763 2.9170
H -7.6464 -0.4435 5.2633
H -6.2160 0.5533 5.6779
H -7.5298 1.0284 3.1404
H -6.8017 2.0741 4.1338
H -2.1133 2.6192 2.1166
H -3.7636 3.0053 2.4615
H -1.0624 4.8528 4.4757
H -1.4658 2.5868 6.1617
C -6.4412 2.0925 -2.0723
C -5.1599 2.0873 -2.8942
N -4.2260 1.0501 -2.4894
C -2.8890 1.2253 -3.0393
C -2.7172 1.1465 -4.5580
C -4.7410 -0.3117 -2.5090
C -5.3136 -0.8467 -3.8248
H -6.2199 2.1371 -1.0030
H -7.0396 2.9673 -2.3269
H -7.0552 1.2115 -2.2628
H -4.6728 3.0561 -2.7551
H -5.4213 2.0210 -3.9594
H -2.2176 0.4988 -2.5701
H -2.5229 2.2038 -2.7095
H -2.8087 0.1244 -4.9232
H -1.7179 1.4933 -4.8300
H -3.4335 1.7734 -5.0890
H -5.5246 -0.3875 -1.7474
H -3.9539 -0.9875 -2.1615
H -6.0043 -0.1436 -4.2911
H -5.8695 -1.7665 -3.6329
H -4.5330 -1.0915 -4.5425
C 4.1019 -0.4703 -6.8474
C 2.9808 -1.1791 -6.1013
N 2.0281 -0.2680 -5.4959
C 1.1529 -0.9063 -4.5319
C 0.1918 -1.9907 -5.0337
C 1.3942 0.6774 -6.3992
C 0.6311 0.1203 -7.6066
H 4.5929 0.2632 -6.2064
H 4.8513 -1.1977 -7.1628
H 3.7424 0.0367 -7.7439
H 3.4423 -1.7725 -5.3064
H 2.4948 -1.8955 -6.7816
H 0.5750 -0.1318 -4.0161
H 1.7855 -1.3512 -3.7557
H -0.6327 -1.5678 -5.6073
H -0.2486 -2.5127 -4.1800
H 0.6936 -2.7399 -5.6462
H 2.1663 1.3554 -6.7731
H 0.7255 1.3196 -5.8191
H 1.2039 -0.6358 -8.1449
H 0.4225 0.9291 -8.3101
H -0.3289 -0.3104 -7.3244
C 3.1489 -5.2117 -4.6181
C 3.8420 -6.4080 -5.2523
N 4.2610 -6.1561 -6.6166
C 4.6340 -7.3599 -7.3408
C 5.8459 -8.1546 -6.8423
C 5.1271 -5.0054 -6.8086
C 6.4401 -4.9509 -6.0186
H 2.3278 -4.8603 -5.2457
H 2.7344 -5.4917 -3.6481
H 3.8400 -4.3830 -4.4526
H 3.1321 -7.2395 -5.2611
H 4.6767 -6.7199 -4.6052
H 4.7866 -7.1032 -8.3924
H 3.7666 -8.0282 -7.3360
H 6.7845 -7.6480 -7.0630
H 5.8807 -9.1221 -7.3473
H 5.7986 -8.3490 -5.7702
H 4.5516 -4.1058 -6.5660
H 5.3468 -4.9086 -7.8745
H 6.2973 -5.1812 -4.9617
H 6.8583 -3.9433 -6.0764
H 7.1905 -5.6293 -6.4209
C 5.2684 5.6581 9.0471
C 3.8583 5.3609 8.5583
N 3.8026 5.0312 7.1450
C 2.4630 5.0566 6.5967
C 1.4459 4.0431 7.1375
C 4.6385 3.9214 6.7202
C 4.4382 2.5641 7.4065
H 5.7407 6.4225 8.4293
H 5.2325 6.0281 10.0720
H 5.9003 4.7689 9.0436
H 3.2546 6.2576 8.7216
H 3.4210 4.5721 9.1900
H 2.5258 4.9501 5.5088
H 2.0573 6.0607 6.7588
H 1.6519 3.0338 6.7799
H 0.4428 4.3090 6.7867
H 1.4138 4.0287 8.2268
H 5.6824 4.2147 6.8555
H 4.5291 3.7960 5.6393
H 4.3982 2.6512 8.4927
H 5.2768 1.9073 7.1660
H 3.5322 2.0601 7.0680
*
```



Entry 2:
Computed, not measured: a structure of composition C37H87AsF9N9O9PbSTl at a distorted geometry, with ωB97M-V/def2-TZVPD.

Orbital gap   1.45 eV
HOMO level   -14.68 eV
LUMO level   -13.231 eV

```
! RIJCOSX wB97M-V def2-TZVPD def2/J DEFGRID3
* xyz 3 1
Pb 5.7785 28.1097 -23.2847
Tl 4.2661 23.7437 -18.0578
As 2.6740 27.5484 -20.3756
F 2.0005 29.0884 -21.0406
F 1.5540 26.6005 -21.3945
F 3.3303 25.9936 -19.7795
F 3.9022 28.4243 -19.3798
F 1.4288 27.5767 -19.0191
F 3.8987 27.5990 -21.6708
C 7.1272 23.7062 -22.8113
F 5.9547 23.4736 -23.3963
F 7.6016 22.5816 -22.2739
F 7.9693 24.1492 -23.7521
S 6.8427 25.0223 -21.4406
O 8.1877 25.3882 -20.9376
O 6.2678 26.1513 -22.1390
O 5.9977 24.4335 -20.4214
C -0.2403 32.0795 -21.4648
C -0.3966 33.1632 -22.4539
N 0.8816 33.7513 -22.9304
C 0.7498 34.2772 -24.3168
C 0.6470 33.1486 -25.4114
C 1.2391 34.8048 -21.9559
C 2.6744 35.4365 -22.2498
H 0.4699 31.3106 -21.7691
H -1.1959 31.5883 -21.2811
H 0.1290 32.5341 -20.5456
H -0.9020 32.8950 -23.3816
H -1.0083 34.0025 -22.1229
H -0.1092 34.9352 -24.4481
H 1.5721 34.9189 -24.6333
H 0.5693 33.4654 -26.4515
H 1.4756 32.4412 -25.3760
H -0.2270 32.5026 -25.3286
H 1.1642 34.2997 -20.9929
H 0.4852 35.5921 -21.9485
H 3.4710 34.7379 -22.5058
H 2.9554 36.2379 -21.5665
H 2.6512 35.9898 -23.1886
C 6.2260 31.4092 -18.7672
C 7.6477 31.5850 -18.1154
N 7.6673 31.0757 -16.7559
C 9.0491 31.3086 -16.2398
C 9.4170 30.6477 -14.9167
C 6.5562 31.5837 -15.9066
C 6.6228 33.1196 -15.8156
H 5.8537 30.3940 -18.6299
H 6.1914 31.5348 -19.8494
H 5.4481 32.0304 -18.3232
H 8.3608 31.0086 -18.7048
H 8.0471 32.5979 -18.1665
H 9.6933 30.8409 -16.9843
H 9.2736 32.3716 -16.1511
H 10.4996 30.6079 -14.7958
H 8.9716 31.2385 -14.1163
H 8.9664 29.6561 -14.8760
H 6.6934 31.1127 -14.9332
H 5.5703 31.3107 -16.2827
H 6.3347 33.4977 -16.7965
H 7.5854 33.4735 -15.4464
H 5.8880 33.5727 -15.1501
C -5.0615 26.7628 -20.2507
C -3.6298 26.3131 -20.5901
N -2.7456 27.4580 -20.9025
C -1.3735 27.0485 -21.3567
C -1.3302 26.3096 -22.7138
C -2.5601 28.3990 -19.7793
C -2.2147 27.7417 -18.3739
H -5.4228 27.4890 -20.9789
H -5.1306 27.2183 -19.2629
H -5.8001 25.9631 -20.1943
H -3.2874 25.6070 -19.8336
H -3.7215 25.7358 -21.5101
H -0.8317 27.9680 -21.5781
H -0.8953 26.5421 -20.5182
H -1.7686 26.8565 -23.5485
H -0.2923 26.1233 -22.9896
H -1.8537 25.3605 -22.5989
H -3.3858 29.1066 -19.7037
H -1.7809 29.1364 -19.9723
H -2.8990 26.9079 -18.2167
H -2.4848 28.3772 -17.5305
H -1.1974 27.3530 -18.3292
C 2.2666 26.3966 -14.2978
C 2.1939 26.5483 -15.8153
O 3.0282 25.9078 -16.4696
N 1.4338 27.4736 -16.3443
C 0.4087 28.2694 -15.6456
H 1.2922 26.0407 -13.9632
H 2.4801 27.3077 -13.7388
H 2.9650 25.6115 -14.0082
H 1.4471 27.4906 -17.3541
H 0.0490 27.8942 -14.6875
H -0.4658 28.3811 -16.2867
H 0.8114 29.2367 -15.3455
C 2.9489 30.6349 -17.6272
C 2.8024 32.1011 -17.2051
O 2.3415 32.9069 -17.9891
N 3.1546 32.4625 -15.9602
C 3.1043 33.8536 -15.4963
H 3.4552 30.0082 -16.8931
H 3.5492 30.6152 -18.5368
H 1.9419 30.2945 -17.8682
H 3.3704 31.7279 -15.3015
H 3.3246 33.7904 -14.4307
H 2.1651 34.3772 -15.6746
H 3.9668 34.4423 -15.8089
C 1.1384 23.5145 -22.0247
C 2.5596 23.0128 -21.7585
O 3.2312 23.3778 -20.7975
N 2.9570 22.0372 -22.5886
C 4.2101 21.3186 -22.4521
H 0.7417 22.9824 -22.8894
H 1.2170 24.5536 -22.3441
H 0.4729 23.5878 -21.1645
H 2.2728 21.5560 -23.1547
H 4.0194 20.3195 -22.0602
H 4.9023 21.9324 -21.8758
H 4.7363 21.1036 -23.3822
C 7.1209 27.7815 -18.6557
C 6.2664 27.4641 -17.4558
O 5.8671 26.3148 -17.3121
N 5.9857 28.4518 -16.5918
C 5.1416 28.2251 -15.4198
H 6.5597 27.8319 -19.5888
H 7.9550 27.0802 -18.6336
H 7.7005 28.7003 -18.5667
H 6.3087 29.3851 -16.8030
H 5.5614 28.9165 -14.6891
H 5.2454 27.2033 -15.0547
H 4.1148 28.5132 -15.6454
C 4.1188 32.0813 -24.8305
C 4.1009 31.4321 -23.3979
O 4.6850 30.3605 -23.2573
N 3.4719 32.1042 -22.4195
C 3.4498 31.6573 -21.0053
H 3.6032 31.5274 -25.6150
H 5.1417 32.1844 -25.1925
H 3.6836 33.0800 -24.7914
H 2.8427 32.8648 -22.6330
H 2.4524 31.4173 -20.6371
H 3.7985 32.3998 -20.2875
H 4.0520 30.7688 -20.8156
C 1.9671 28.2995 -26.4204
C 2.3298 28.3842 -24.9208
O 3.4366 28.0256 -24.4958
N 1.3806 28.7020 -24.0471
C 0.1333 29.3796 -24.3170
H 0.9775 27.8612 -26.5495
H 2.7114 27.6901 -26.9329
H 1.9517 29.3443 -26.7304
H 1.6992 28.7084 -23.0887
H -0.4012 29.3852 -23.3670
H -0.5181 28.7901 -24.9622
H 0.2576 30.4190 -24.6209
*
```



Which of these has the lowest HOMO level? C37H87AsF9N9O9PbSTl



Among the records above, which one has the lowest LUMO level? C37H87AsF9N9O9PbSTl



What is the formula in the second record? C37H87AsF9N9O9PbSTl